C80H84AsClN7P2Tl | the ωB97M-V functional and the def2-TZVPD basis

XYZ file:
```
176
Properties=species:S:1:pos:R:3:forces:R:3:lowdin_charge:R:1
Tl 0.5234 0.5775 -0.4002 0.281 0.236 0.682 0.907
C -4.7963 0.9181 -3.6413 0.019 0.018 -0.035 -0.075
C -4.3664 0.5216 -2.3854 -0.213 -0.068 -0.013 -0.084
C -3.0155 0.4819 -2.0914 0.489 -0.130 0.023 -0.034
C -2.0800 0.8162 -3.0620 -0.962 -0.021 -0.320 -0.253
C -2.5172 1.2566 -4.3159 0.242 -0.068 0.150 -0.021
C -3.8667 1.3078 -4.5987 -0.013 -0.003 0.011 -0.075
N -0.7150 0.7275 -2.7233 0.674 -0.344 -0.257 0.011
N 0.0540 0.7469 -3.6996 -1.095 0.017 -0.026 0.091
C 1.4279 0.7661 -3.4604 1.206 -0.114 0.245 -0.312
C 2.2034 0.9122 -4.6178 -0.314 0.022 0.126 -0.026
C 3.5763 1.0060 -4.5247 0.124 -0.020 0.027 -0.085
C 4.1781 0.9071 -3.2778 0.028 -0.063 0.031 -0.087
C 3.4099 0.7107 -2.1354 0.089 0.048 0.162 -0.146
C 2.0308 0.6637 -2.2037 -1.414 0.093 0.571 -0.184
H -5.8524 0.9314 -3.8768 -0.017 0.052 0.036 0.103
H -5.0968 0.2500 -1.6341 0.047 -0.034 0.038 0.099
H -2.6510 0.1781 -1.1176 -0.069 -0.017 0.021 0.088
H -1.7776 1.5561 -5.0428 -0.017 0.042 -0.055 0.104
H -4.1975 1.6673 -5.5644 -0.009 -0.048 -0.016 0.103
H 1.6919 0.9579 -5.5715 -0.001 0.045 -0.019 0.111
H 4.1818 1.1368 -5.4121 -0.019 0.008 -0.011 0.106
H 5.2558 0.9768 -3.1918 0.023 -0.064 -0.007 0.109
H 3.9125 0.5994 -1.1806 -0.003 0.061 -0.001 0.082
C -0.9200 -4.9514 -2.0088 0.349 -0.050 0.011 -0.337
N 0.3091 -5.1151 -1.2344 -0.274 0.509 0.124 -0.178
C 1.4959 -4.4515 -1.7764 -0.212 -0.075 0.070 -0.290
P 1.9498 -2.6704 -1.2785 0.334 -0.709 -0.332 1.104
C 3.0777 -2.9130 0.1612 -0.159 0.129 -0.060 -0.399
C 3.8999 -4.0227 0.3492 -0.024 0.048 0.085 -0.119
C 4.7131 -4.1145 1.4685 -0.014 -0.092 -0.073 -0.070
C 4.7343 -3.0877 2.4027 0.010 0.013 0.010 -0.075
C 3.9531 -1.9602 2.2057 0.141 0.043 0.019 -0.075
C 3.1340 -1.8752 1.0903 0.207 0.038 -0.229 -0.137
C 3.2442 -2.5718 -2.5903 -0.115 0.276 -0.050 -0.372
C 2.7953 -2.5398 -3.9115 0.067 0.003 0.049 -0.116
C 3.6916 -2.4757 -4.9651 -0.061 -0.011 -0.073 -0.086
C 5.0541 -2.4187 -4.7157 0.076 0.000 0.000 -0.093
C 5.5095 -2.4037 -3.4072 0.044 0.035 -0.018 -0.085
C 4.6130 -2.4694 -2.3507 -0.061 -0.087 -0.067 -0.089
C 0.5367 -6.3875 -0.6581 0.048 -0.045 0.048 -0.265
C -0.0237 -7.5591 -1.1677 0.032 0.025 -0.037 -0.027
C 0.2298 -8.7798 -0.5594 0.014 0.007 0.023 -0.084
C 1.0483 -8.8570 0.5553 -0.026 -0.089 0.051 -0.101
C 1.6143 -7.6969 1.0646 0.058 0.014 -0.048 -0.080
C 1.3599 -6.4751 0.4669 -0.016 0.022 -0.050 -0.029
P -1.9215 -3.3870 -1.7500 0.037 -0.374 0.177 1.088
C -2.9368 -3.9103 -0.3079 0.143 0.465 0.038 -0.387
C -4.1346 -3.2287 -0.0699 0.100 0.059 0.011 -0.128
C -4.8565 -3.4419 1.0912 -0.036 0.037 -0.008 -0.083
C -4.3922 -4.3412 2.0419 -0.010 0.012 0.046 -0.088
C -3.2063 -5.0203 1.8195 0.012 -0.006 0.079 -0.075
C -2.4743 -4.7958 0.6611 0.001 -0.032 -0.100 -0.078
C -3.0685 -3.7304 -3.1474 0.067 0.303 0.040 -0.386
C -2.6136 -3.3171 -4.4005 -0.019 0.001 0.062 -0.121
C -3.3994 -3.4755 -5.5288 0.014 -0.003 -0.072 -0.087
C -4.6670 -4.0285 -5.4146 -0.014 -0.051 -0.037 -0.092
C -5.1260 -4.4465 -4.1757 -0.058 -0.020 0.018 -0.082
C -4.3322 -4.3041 -3.0461 0.100 -0.048 -0.065 -0.085
H -1.6077 -5.7577 -1.7586 0.059 -0.035 -0.104 0.080
H -0.7072 -4.9954 -3.0873 -0.071 -0.073 0.012 0.089
H 1.3934 -4.4261 -2.8705 0.143 0.081 0.077 0.076
H 2.3630 -5.0708 -1.5512 -0.026 -0.049 -0.134 0.078
H 3.9352 -4.8110 -0.3918 -0.042 -0.050 0.062 0.103
H 5.3345 -4.9909 1.6027 0.027 0.017 0.030 0.106
H 5.3699 -3.1688 3.2746 -0.015 0.023 0.036 0.105
H 3.9703 -1.1556 2.9299 -0.024 0.021 0.006 0.105
H 2.5180 -0.9967 0.9328 -0.061 -0.025 0.114 0.055
H 1.7284 -2.5569 -4.1081 0.003 0.009 -0.079 0.102
H 3.3261 -2.4602 -5.9841 -0.015 0.004 -0.006 0.106
H 5.7574 -2.3718 -5.5371 -0.003 0.001 -0.011 0.102
H 6.5709 -2.3363 -3.2021 0.004 -0.003 -0.007 0.104
H 4.9911 -2.4430 -1.3385 0.008 -0.009 0.012 0.098
H -0.6377 -7.5311 -2.0577 -0.001 0.002 0.021 0.107
H -0.2071 -9.6777 -0.9768 -0.009 -0.016 0.012 0.103
H 1.2408 -9.8121 1.0246 0.009 -0.010 0.012 0.099
H 2.2535 -7.7402 1.9373 -0.002 -0.001 0.017 0.103
H 1.7950 -5.5695 0.8687 -0.042 0.037 0.047 0.093
H -4.4965 -2.5205 -0.8073 -0.011 0.057 0.030 0.097
H -5.7716 -2.8891 1.2651 -0.016 -0.038 -0.014 0.103
H -4.9452 -4.4935 2.9593 -0.011 -0.034 0.000 0.101
H -2.8302 -5.7153 2.5592 0.006 0.002 0.013 0.106
H -1.5317 -5.3085 0.5311 0.048 -0.022 0.010 0.087
H -1.6334 -2.8567 -4.4807 -0.029 0.049 -0.034 0.095
H -3.0307 -3.1567 -6.4951 0.000 0.028 -0.004 0.102
H -5.2944 -4.1358 -6.2900 0.005 -0.002 -0.007 0.101
H -6.1108 -4.8866 -4.0802 -0.002 0.001 -0.024 0.103
H -4.7016 -4.6394 -2.0871 -0.019 -0.017 -0.004 0.096
C 1.5890 5.0761 -0.2396 -0.009 -0.153 0.006 -0.040
N 2.4680 4.0758 -0.8207 -0.008 0.129 0.048 -0.167
C 3.1374 4.4659 -2.0425 -0.057 -0.055 0.025 -0.060
C 3.0630 3.1751 0.0576 0.095 -0.193 0.099 -0.443
N 2.3722 2.1937 0.5210 -0.126 -0.342 0.153 0.133
N 4.3885 3.3647 0.3501 0.172 -0.021 -0.131 -0.129
C 5.1123 2.3563 1.0948 -0.091 0.034 -0.075 -0.051
C 4.9700 4.6939 0.4000 -0.004 0.034 0.060 -0.043
H 1.1279 4.6586 0.6523 -0.052 0.024 -0.117 0.071
H 0.8118 5.3474 -0.9505 -0.099 -0.001 -0.052 0.085
H 2.1389 5.9910 0.0353 0.005 -0.020 0.031 0.088
H 3.6717 5.4234 -1.9695 0.000 -0.005 0.019 0.080
H 2.3749 4.5672 -2.8192 0.060 0.022 -0.063 0.089
H 3.8383 3.6902 -2.3473 -0.009 0.003 -0.020 0.084
H 2.8551 1.6790 1.2517 0.097 0.244 0.071 0.033
H 4.9404 1.3701 0.6606 -0.005 -0.021 0.061 0.076
H 4.8189 2.3432 2.1520 0.034 -0.045 0.013 0.087
H 6.1772 2.5755 1.0340 0.013 -0.019 0.005 0.092
H 4.2458 5.4436 0.1013 -0.013 -0.024 -0.021 0.066
H 5.8419 4.7629 -0.2555 0.010 0.026 0.036 0.094
H 5.2759 4.9248 1.4250 0.033 0.013 -0.015 0.088
Cl 0.4683 -3.3881 6.6870 -0.004 -0.055 0.088 0.647
C 0.2440 -2.7588 5.0839 -0.003 0.071 -0.160 -0.677
C -0.6682 -1.7384 4.8649 -0.008 -0.025 0.086 -0.107
C -0.8219 -1.2249 3.5912 -0.070 -0.069 -0.147 -0.078
C -0.0818 -1.7109 2.5056 0.170 0.062 0.539 -0.304
C -0.3309 -1.2376 1.1450 0.223 0.871 -1.310 -0.172
C 0.7886 -2.7791 2.7566 -0.189 0.058 -0.096 -0.044
C 0.9596 -3.2970 4.0269 -0.015 -0.049 0.163 -0.099
H -1.2667 -1.3604 5.6829 0.033 0.010 0.035 0.106
H -1.5521 -0.4452 3.4161 0.062 -0.020 0.039 0.067
H -1.3384 -0.8621 1.0295 -0.270 -0.190 -0.133 0.013
H -0.0627 -1.9903 0.4171 -0.319 -0.186 -0.191 -0.041
H 1.3133 -3.2380 1.9318 -0.042 -0.038 0.057 0.088
H 1.6290 -4.1294 4.1984 0.027 0.007 -0.004 0.104
C -6.7295 4.7377 3.8639 0.065 -0.069 -0.032 -0.053
C -5.4541 4.0254 3.5079 0.010 -0.021 -0.003 -0.271
C -4.3538 4.0436 4.3527 -0.026 0.002 -0.054 -0.021
C -3.1505 3.4387 4.0051 0.113 -0.007 -0.001 -0.284
C -2.0571 3.3886 5.0449 -0.046 0.085 -0.087 -0.047
C -3.0150 2.8419 2.7437 -0.036 -0.063 -0.028 -0.289
As -1.2726 2.0582 2.1577 0.281 0.458 0.117 1.325
N -0.9258 2.3551 0.3832 0.396 -1.194 -0.574 -0.288
C -1.3319 3.2373 -0.5776 -0.210 0.430 -0.203 -0.392
C -2.4284 4.1218 -0.4653 0.086 -0.162 -0.009 -0.068
C -2.8264 4.9189 -1.5225 -0.022 0.066 -0.084 -0.091
C -2.1544 4.9033 -2.7371 -0.072 0.114 -0.035 -0.117
C -1.0315 4.0970 -2.8537 0.041 0.037 0.011 -0.111
C -0.6280 3.2940 -1.8059 0.078 0.357 0.469 -0.125
C 0.1019 3.3466 2.8530 0.027 0.012 0.191 -0.271
C 1.2757 2.7599 3.3635 -0.123 0.035 0.031 -0.299
C 1.4124 1.2710 3.5336 0.004 0.087 -0.063 -0.084
C 2.3463 3.5554 3.7541 -0.037 0.059 -0.009 -0.031
C 2.2879 4.9395 3.6884 0.026 0.045 -0.028 -0.273
C 3.4434 5.7934 4.1339 -0.087 -0.028 -0.007 -0.052
C 1.1202 5.5132 3.2148 0.004 -0.038 0.021 -0.034
C 0.0392 4.7446 2.7892 -0.151 -0.002 0.113 -0.303
C -1.1751 5.4895 2.3046 0.053 -0.049 -0.008 -0.039
C -4.1742 2.6485 1.9769 0.087 -0.087 -0.075 -0.294
C -4.1941 1.7140 0.7925 0.030 0.154 0.089 -0.071
C -5.3597 3.2728 2.3452 0.039 0.030 0.066 -0.018
H -6.6540 5.2018 4.8460 -0.045 0.021 0.011 0.071
H -7.5707 4.0434 3.8710 -0.042 0.030 0.018 0.079
H -6.9485 5.5158 3.1309 -0.034 0.027 0.023 0.081
H -4.4305 4.5329 5.3181 -0.015 -0.003 0.027 0.115
H -2.5026 3.3585 6.0393 0.002 -0.026 0.008 0.081
H -1.4006 4.2581 4.9991 0.071 -0.032 -0.001 0.079
H -1.4444 2.4955 4.9163 0.069 0.040 0.106 0.061
H -2.9729 4.1887 0.4641 -0.089 -0.118 -0.075 0.075
H -3.6812 5.5724 -1.3909 -0.018 -0.006 0.009 0.101
H -2.4804 5.5298 -3.5565 0.004 -0.006 -0.018 0.090
H -0.4505 4.1147 -3.7704 0.020 -0.068 0.003 0.105
H 0.3196 2.7748 -1.8591 0.041 -0.011 -0.122 0.053
H 1.2783 0.7553 2.5804 -0.038 -0.143 0.072 0.024
H 0.6527 0.8918 4.2146 -0.010 -0.124 -0.010 0.065
H 2.3884 1.0103 3.9464 0.030 0.021 -0.011 0.080
H 3.2457 3.0808 4.1352 -0.006 -0.023 0.024 0.107
H 4.2991 5.1763 4.4057 0.048 0.035 0.010 0.071
H 3.1629 6.3911 5.0027 0.052 0.018 0.023 0.081
H 3.7447 6.4856 3.3460 0.041 0.011 -0.001 0.074
H 1.0396 6.5952 3.1705 -0.004 0.023 -0.038 0.125
H -0.8953 6.2530 1.5770 0.002 -0.002 -0.033 0.090
H -1.6767 5.9920 3.1357 -0.010 -0.004 0.020 0.091
H -1.8869 4.8186 1.8425 0.024 0.161 0.051 0.023
H -3.2852 1.1134 0.7680 -0.075 -0.058 -0.111 0.030
H -4.2739 2.2456 -0.1557 0.069 0.028 -0.004 0.073
H -5.0524 1.0433 0.8709 0.022 -0.017 0.028 0.087
H -6.2342 3.1564 1.7128 -0.019 -0.045 -0.007 0.123
```
Forces are in eV/Å.

The strongest force on any atom is 1.6 eV/A. The lowest unoccupied orbital energy comes out at -0.466 eV. For the gap between HOMO and LUMO, the calculation gives 6.02 eV. As for the energy above the lowest of the compared OMol25 structures with the same formula, charge and spin: 0.00 kcal per mole.

C6H10 | the ωB97M-V functional and the def2-TZVPD basis

XYZ file:
```
16
Properties=species:S:1:pos:R:3:forces:R:3:nbo_charge:R:1
C -0.9596 0.5059 1.7169 0.058 -1.249 -0.265 -0.626
C -0.1574 0.8580 0.3456 -1.432 0.699 1.169 -0.254
C -0.8400 0.2128 -0.8514 -2.853 3.056 0.874 -0.178
C -0.2857 -0.8660 -1.2928 -1.315 -0.535 -0.912 -0.227
C 0.9770 -1.0152 -0.5871 2.577 -2.813 1.356 -0.431
C 1.2770 0.2744 0.2312 -1.490 0.439 -0.110 -0.409
H -0.7039 -0.6181 1.9475 -0.507 2.066 -0.189 0.202
H -0.6707 1.1617 2.6929 -0.881 -1.431 -2.607 0.223
H -2.0969 0.4869 1.4082 2.113 0.418 1.175 0.218
H -0.2809 1.9600 0.2279 0.700 -0.577 0.160 0.203
H -1.7791 0.6782 -1.2638 0.906 -0.656 0.527 0.201
H -0.8326 -1.4084 -2.0863 1.202 -0.228 0.476 0.229
H 1.7247 -1.1747 -1.3399 0.891 -0.274 -0.218 0.215
H 1.0561 -1.9669 0.1219 -0.325 1.777 -1.412 0.201
H 1.6769 -0.0285 1.2106 0.206 0.599 -0.410 0.216
H 1.8394 1.0904 -0.2940 0.151 -1.290 0.384 0.219
```
Forces are in eV/Å.

The structure (SMILES) is C[C@@H]1C=CCC1. The strongest force on any atom is 4.3 eV/A. The lowest unoccupied orbital energy comes out at 1.113 eV. For the gap between HOMO and LUMO, the calculation gives 10.21 eV. As for the energy above the lowest of the compared OMol25 structures with the same formula, charge and spin: 35.23 kcal per mole.

C7H9ClF3N3 | the ωB97M-V functional and the def2-TZVPD basis

XYZ file:
```
23
Properties=species:S:1:pos:R:3:forces:R:3:nbo_charge:R:1
C 0.4567 1.6578 1.4404 -0.508 1.589 -0.980 0.147
C -0.9812 1.6806 -0.5708 -0.012 0.050 1.898 0.324
C -0.1101 2.5719 0.3715 -0.478 -0.823 -1.991 -0.567
C -0.5602 -0.2583 0.5722 3.431 -1.661 0.544 0.302
C 1.9627 -0.6361 -0.3592 1.246 -1.569 -1.883 -0.449
C 0.1251 -1.8205 -1.6144 -0.104 -1.411 -0.349 -0.463
C -1.4389 -1.3379 1.2298 0.771 1.417 0.207 0.946
N 0.3222 0.4337 1.5591 -1.987 -3.150 -0.848 -0.405
N -1.2994 0.4868 -0.2736 -0.208 1.631 -2.927 -0.496
N 0.7660 -1.3935 -0.3702 -3.562 1.410 1.340 -0.367
F -2.1016 -0.7103 2.2276 -0.395 -0.241 0.245 -0.333
F -2.3568 -1.8842 0.4284 0.334 0.020 -0.028 -0.309
F -0.6761 -2.2640 1.7469 -0.040 -0.958 0.565 -0.291
Cl -1.7437 2.4846 -1.9091 0.104 -0.120 0.266 0.028
H 1.0606 2.0670 2.1853 1.064 1.230 1.097 0.186
H -0.7521 3.3973 0.7273 0.339 -0.384 0.139 0.260
H 0.6759 3.0397 -0.2725 -0.333 -0.315 0.763 0.257
H 2.7952 -1.3178 -0.7870 -0.853 0.499 1.538 0.215
H 2.0728 0.0991 -1.1362 -0.570 1.359 -0.389 0.158
H 2.0668 -0.2351 0.6360 0.945 -0.192 -0.004 0.234
H -0.9714 -1.7160 -1.5619 0.504 0.341 0.014 0.231
H 0.4633 -1.3920 -2.5901 0.026 0.061 0.847 0.183
H 0.2242 -2.9529 -1.6794 0.286 1.216 -0.063 0.208
```
Forces are in eV/Å.

The strongest force on any atom is 4.1 eV/A. The lowest unoccupied orbital energy (alpha / beta) comes out at -0.275 / -0.275 eV. For the gap between HOMO and LUMO (alpha / beta), the calculation gives 8.18 / 8.18 eV. As for the energy above the lowest of the compared OMol25 structures with the same formula, charge and spin: 30.91 kcal per mole.